(1)
# C18H18BrNO5

One molecule with the formula C18H18BrNO5 at a distorted geometry (the ωB97M-V functional and the def2-TZVPD basis, OMol25).

Each line ends with the Löwdin charge.
Positions of all 43 atoms, in Å:
C: 1.9818 3.8504 -0.5289  0.00
O: 0.9772 3.0523 0.2754  -0.05
C: 1.0865 1.8429 0.4881  -0.34
C: -0.0129 1.2830 1.1798  -0.01
C: 0.2012 0.1113 1.6756  -0.12
C: 1.2423 -0.5815 1.2623  -0.14
O: 1.5435 -2.2158 1.4479  -0.15
C: 0.6166 -2.7299 2.5638  -0.30
C: -0.3802 -3.5621 2.3593  -0.16
C: -1.6941 -2.7446 2.0426  -0.24
O: -2.1528 -1.9072 3.0426  -0.05
O: -2.2223 -2.5319 0.8639  -0.01
C: -3.1936 -1.6886 0.5512  -0.12
C: -2.7165 -0.4995 -0.2449  -0.33
O: -3.5560 0.2952 -0.5547  0.11
N: -1.3931 -0.5753 -0.8260  0.17
C: -0.7760 0.1902 -1.6201  -0.41
C: -1.2614 1.3534 -1.9217  -0.05
C: -0.8016 2.3884 -2.8528  0.02
C: 0.5427 1.8533 -3.2778  -0.06
C: 1.1388 0.3843 -3.1294  -0.82
Br: 2.7011 0.0152 -3.8230  0.88
C: 0.4414 -0.0792 -2.1414  -0.17
C: 2.2421 -0.3582 0.3381  -0.02
C: 2.2180 1.0003 -0.0527  0.02
H: 2.8734 3.7113 -0.0072  0.04
H: 1.8550 5.0562 -0.6583  0.14
H: 2.1051 3.4388 -1.6729  0.12
H: -0.7026 2.0833 1.7812  0.20
H: -0.3450 -0.2976 2.3897  0.07
H: 1.6113 -3.2113 3.2675  0.20
H: 0.5932 -1.9705 3.4425  0.15
H: -0.1036 -4.1686 1.4860  0.14
H: -0.6939 -4.3884 3.0169  0.15
H: -3.8897 -2.5358 0.0551  0.21
H: -3.6876 -1.3816 1.4249  0.12
H: -1.1570 -1.5006 -0.7161  0.12
H: -2.2758 1.9276 -1.5604  0.17
H: -1.0583 3.3506 -2.9676  0.05
H: 1.2121 2.4685 -3.9733  0.08
H: 0.7463 -1.2135 -1.9436  0.17
H: 3.2383 -0.9533 0.1134  0.17
H: 2.9062 1.4387 -0.5951  0.03

Atoms 1-6, force components in eV/Å:
C -1.3 0.2 -2.8
O 0.4 9.0 -2.7
C 1.9 -6.6 -1.4
C -0.2 7.4 0.8
C 1.0 -2.9 0.2
C 4.5 -8.0 -2.1

Summary:
total charge = 0
SMILES = COc1ccc(OCCC(=O)OCC(=O)Nc2cccc(Br)c2)cc1
calculated total energy = -100714.07711 eV
largest force on an atom = 15.45 eV/A
ΔE to the lowest compared entry with this formula, charge and spin = 330.8 kcal per mole
HOMO-LUMO gap = 8.13 eV

---

(2)
# C23H21AuBrClNP

C23H21AuBrClNP as an isolated structure at a distorted geometry (the ωB97M-V functional and the def2-TZVPD basis, OMol25).

Each line ends with the Löwdin charge.
Positions of all 49 atoms, in Å:
Au: 0.0897 -0.8449 -0.5916  0.49
Cl: 1.2210 -1.1209 1.4117  -0.08
P: 0.0931 0.2348 -2.5770  0.94
C: -1.3092 -0.6172 -3.3734  -0.37
C: -1.1442 -1.6226 -4.3412  -0.06
C: -2.2563 -2.3753 -4.7210  -0.04
C: -3.5054 -2.1518 -4.1297  -0.04
C: -3.6759 -1.1500 -3.1696  -0.06
C: -2.5849 -0.3518 -2.8307  -0.12
C: -0.2066 1.9979 -2.7642  -0.35
C: 0.5311 2.9411 -2.0228  -0.07
C: 0.4186 4.2903 -2.3502  -0.04
C: -0.4892 4.7011 -3.3391  -0.03
C: -1.2853 3.7681 -4.0086  -0.05
C: -1.1469 2.4143 -3.7238  -0.08
C: 1.6564 -0.1243 -3.3885  -0.37
C: 2.6337 -0.8277 -2.6744  -0.13
C: 3.8072 -1.2255 -3.3059  -0.05
C: 4.0282 -0.8762 -4.6445  -0.03
C: 3.0540 -0.1621 -5.3589  -0.04
C: 1.8722 0.2318 -4.7304  -0.07
H: 1.2172 2.6035 -1.2404  0.12
H: 1.0172 5.0343 -1.8285  0.12
H: -0.5944 5.7606 -3.5833  0.12
H: -2.0239 4.0673 -4.7518  0.12
H: -1.7485 1.6678 -4.2435  0.10
H: -0.1489 -1.8230 -4.7443  0.12
H: -2.1342 -3.1406 -5.4849  0.12
H: -4.3665 -2.7436 -4.4318  0.12
H: -4.6330 -0.9913 -2.6731  0.12
H: -2.6942 0.4271 -2.0709  0.11
H: 2.4233 -1.0448 -1.6248  0.04
H: 4.5441 -1.7988 -2.7508  0.12
H: 4.9456 -1.1844 -5.1449  0.12
H: 3.1886 0.0743 -6.4159  0.12
H: 1.1168 0.8127 -5.2591  0.12
H: 0.4092 -2.7250 -1.7401  0.07
H: 1.1006 -2.7753 -1.3960  0.08
Br: -0.5743 -6.7002 0.2820  1.08
C: -1.3554 -4.9828 0.5222  -0.55
C: -2.6701 -4.8346 0.9412  -0.03
C: -3.1767 -3.5399 0.9879  0.05
C: -2.3679 -2.4575 0.6021  -0.02
N: -1.1141 -2.6270 0.1553  -0.08
C: -0.5815 -3.8800 0.1694  -0.14
H: -3.2558 -5.7043 1.1928  0.13
H: -4.1859 -3.3212 1.3021  0.14
H: -2.7699 -1.4400 0.6465  0.14
H: 0.4531 -4.0124 -0.1174  0.08

Atoms 1-6, force components in eV/Å:
Au -0.3 1.2 -0.2
Cl 0.5 0.3 0.3
P 0.2 1.0 -1.0
C 0.3 0.0 0.3
C -0.1 -0.1 0.4
C 0.2 0.2 -0.1

Summary:
total charge = +2
calculated total energy = -121208.41371 eV
largest force on an atom = 2.50 eV/A
<S²> = 2.0293
ΔE to the lowest compared entry with this formula, charge and spin = 18.5 kcal per mole
spin multiplicity = 3
HOMO-LUMO gap (alpha / beta) = 7.20 / 2.81 eV

---

(3)
# C2H2Br3NO2

C2H2Br3NO2 as an isolated structure at a distorted geometry (the ωB97M-V functional and the def2-TZVPD basis, OMol25).

Each line ends with the Löwdin charge.
Positions of all 10 atoms, in Å:
C: -0.3166 -0.5883 0.3164  -0.20
C: 0.2468 0.9948 0.6789  -1.74
N: 0.0200 -0.8689 -1.1004  -0.46
O: -0.6526 -1.7566 -1.6271  0.06
O: 0.8885 -0.2319 -1.6704  -0.04
Br: -0.5149 1.3262 2.3624  0.68
Br: 2.1118 1.0813 0.6842  0.72
Br: -0.5093 2.1382 -0.6819  0.69
H: -1.4451 -0.6339 0.2003  0.14
H: 0.1716 -1.4611 0.8376  0.15

Atoms 1-6, force components in eV/Å:
C 0.2 1.6 -0.6
C -1.8 -3.4 -1.2
N 0.3 -0.7 -2.0
O 0.6 0.7 0.6
O -0.5 -0.8 0.4
Br -0.3 0.4 1.0

Summary:
total charge = 0
calculated total energy = -217814.87532 eV
largest force on an atom = 4.01 eV/A
ΔE to the lowest compared entry with this formula, charge and spin = 5.5 kcal per mole
HOMO-LUMO gap = 10.35 eV

---

(4)
# C8H17N3O3S

A 2-piece molecular cluster, C8H17N3O3S overall at a distorted geometry (the ωB97M-V functional and the def2-TZVPD basis, OMol25).

Each line ends with the Löwdin charge.
Positions of all 32 atoms, in Å:
C: 2.3181 -1.7641 0.3255  -0.63
C: -1.9371 0.1175 0.3456  -0.25
C: -2.2900 1.5331 -0.0501  0.02
C: 3.4940 -1.0214 -0.3796  -0.04
C: 3.5804 0.4793 0.1878  -0.19
C: 2.6028 1.5320 -0.3046  -0.22
C: 1.2285 0.9920 -0.6751  -0.15
C: 0.4864 0.5502 0.6595  -0.17
N: -2.8361 -0.8174 0.4970  -0.03
N: -0.5648 -0.4312 0.4817  -0.27
N: -5.2027 -1.1047 -0.5068  0.07
O: 2.4563 -2.3070 1.3709  0.10
O: 1.2395 -1.8345 -0.4565  -0.39
O: -2.2783 -2.0516 0.7272  -0.39
S: -0.4184 -2.1324 0.0978  1.07
H: -1.5084 1.9251 -0.6249  0.04
H: -2.1614 2.1364 0.9827  0.15
H: -3.2801 1.5370 -0.4190  0.06
H: 4.4110 -1.4628 -0.0717  0.10
H: 3.1961 -0.8182 -1.4358  0.12
H: 4.5945 0.8598 0.1992  0.10
H: 3.4934 0.3487 1.2467  0.09
H: 3.0321 2.0646 -1.1688  0.12
H: 2.5245 2.2596 0.4350  0.08
H: 0.6115 1.8645 -1.2604  0.15
H: 1.4075 0.1937 -1.2588  0.03
H: 1.2633 0.1355 1.3543  0.13
H: -0.0359 1.4165 1.0957  0.11
H: -3.8010 -0.7849 0.2639  0.02
H: -5.3503 -0.1412 -0.5696  0.03
H: -5.6553 -1.6653 0.1175  0.02
H: -4.6202 -1.6088 -1.2066  0.09

Atoms 1-6, force components in eV/Å:
C 1.0 -0.1 -1.9
C 2.8 -2.5 -0.3
C 1.3 -0.4 4.9
C -2.4 3.0 0.1
C 0.2 -1.4 0.7
C 0.4 -0.6 -1.8

Summary:
total charge = 0
calculated total energy = -30014.87101 eV
largest force on an atom = 5.25 eV/A
HOMO-LUMO gap = 7.39 eV

---

(5)
# C19H25BrF5MnN3SiTe

C19H25BrF5MnN3SiTe as an isolated structure (the ωB97M-V functional and the def2-TZVPD basis, OMol25).

Each line ends with the Löwdin charge.
Positions of all 56 atoms, in Å:
Mn: 1.1505 0.1033 0.2136  0.28
F: 2.7349 2.5899 0.3064  0.01
C: 2.8241 1.2544 0.6595  -0.41
F: 3.1149 1.2759 2.0329  -0.07
C: 4.1345 0.7795 0.0297  -0.59
F: 5.2380 1.3488 0.5254  0.15
F: 4.1369 0.9997 -1.2963  0.12
F: 4.2573 -0.5602 0.2082  0.10
C: 0.8892 0.7821 3.9551  -0.39
Te: 1.1016 -0.9206 2.7116  1.35
C: -0.9649 -1.4163 2.7644  -0.40
H: 0.2484 1.4916 3.4379  -0.01
H: 1.8805 1.2019 4.0981  0.00
H: 0.4634 0.4729 4.9066  0.01
H: -1.2668 -1.6667 3.7784  0.00
H: -1.1150 -2.2772 2.1152  -0.01
H: -1.5197 -0.5594 2.3860  -0.01
N: -1.6383 -0.8458 -1.0726  0.17
C: -0.7904 -1.9003 -1.0704  -0.38
C: -1.1265 -3.1085 -1.7099  -0.02
C: -0.2784 -4.1800 -1.6042  -0.07
C: 0.8994 -4.0644 -0.8614  -0.08
C: 1.1682 -2.8499 -0.2846  -0.21
N: 0.3668 -1.7752 -0.4005  -0.02
H: -2.4103 -0.8317 -1.7128  0.11
H: -1.3691 0.0215 -0.6188  0.04
H: -2.0558 -3.1778 -2.2595  0.11
H: -0.5303 -5.1155 -2.0873  0.11
H: 1.5847 -4.8906 -0.7451  0.11
H: 2.0816 -2.6904 0.2779  0.09
Br: 2.3809 -1.2955 -3.0072  0.86
C: 1.8650 0.5238 -2.9303  -0.71
C: 2.1987 1.3056 -4.0230  -0.11
C: 1.8341 2.6392 -4.0059  -0.05
C: 1.1434 3.1195 -2.9067  -0.04
C: 0.8663 2.2585 -1.8648  -0.11
N: 1.2261 0.9613 -1.8544  0.01
H: 2.7374 0.8678 -4.8492  0.10
H: 2.0892 3.2862 -4.8347  0.11
H: 0.8292 4.1509 -2.8377  0.11
H: 0.3423 2.5991 -0.9821  0.08
C: -4.2636 1.9990 1.7650  -0.19
Si: -2.7165 3.0239 1.5618  0.39
C: -2.9817 4.3086 0.2303  -0.19
C: -2.2909 3.8630 3.1722  -0.19
C: -1.3258 1.9470 1.0811  -0.20
C: -0.3504 1.2751 0.7644  -0.24
H: -5.1045 2.6181 2.0874  0.03
H: -4.1119 1.2165 2.5115  0.03
H: -4.5384 1.5161 0.8247  0.03
H: -3.8204 4.9664 0.4717  0.03
H: -3.1885 3.8338 -0.7314  0.03
H: -2.0888 4.9277 0.1165  0.03
H: -3.0495 4.5996 3.4481  0.03
H: -1.3296 4.3748 3.0922  0.03
H: -2.2153 3.1350 3.9829  0.03

Atoms 1-6, force components in eV/Å:
Mn 0.3 0.1 -0.7
F 0.0 0.1 0.0
C -0.3 -0.1 0.3
F 0.2 0.1 -0.1
C 0.0 -0.1 0.1
F 0.0 0.0 0.0

Summary:
total charge = 0
calculated total energy = -154698.90830 eV
largest force on an atom = 0.77 eV/A
<S²> = 1.0222
ΔE to the lowest compared entry with this formula, charge and spin = 2.1 kcal per mole
spin multiplicity = 2
HOMO-LUMO gap (alpha / beta) = 8.40 / 7.91 eV

---

(6)
# C23H19I2N8O6S2W

C23H19I2N8O6S2W as an isolated structure at a distorted geometry (the ωB97M-V functional and the def2-TZVPD basis, OMol25).

Each line ends with the Löwdin charge.
Positions of all 61 atoms, in Å:
W: 1.1544 -0.9027 0.3983  1.60
O: 0.8924 -1.3522 -3.6904  0.22
C: 0.9321 -1.6922 -2.5510  -0.41
N: 1.7237 -1.0870 -1.5173  -0.09
C: 2.8435 -0.3680 -2.0210  -0.44
O: 2.8899 0.1813 -3.0846  0.15
C: 3.9278 -0.3107 -0.9975  -0.23
C: 5.2350 0.0343 -1.3018  0.07
C: 6.1482 0.1692 -0.2584  0.04
C: 5.6971 -0.0248 1.0425  0.03
C: 4.3742 -0.3816 1.2557  -0.11
N: 3.4788 -0.5332 0.2650  -0.10
C: 0.1740 -2.8271 -1.9348  -0.23
C: -0.2462 -3.9119 -2.6850  0.06
C: -0.8865 -4.9610 -2.0349  0.04
C: -1.1389 -4.8340 -0.6749  0.02
C: -0.7096 -3.7021 0.0004  -0.10
N: -0.0208 -2.7026 -0.5924  -0.04
H: 5.5165 0.1856 -2.3349  0.15
H: 7.1782 0.4358 -0.4532  0.14
H: 6.3599 0.0871 1.8903  0.14
H: 4.0116 -0.5277 2.2701  0.11
H: -0.0268 -3.9321 -3.7422  0.15
H: -1.1860 -5.8499 -2.5696  0.14
H: -1.6493 -5.6162 -0.1312  0.14
H: -0.9399 -3.5819 1.0552  0.12
O: 1.5034 -1.9803 3.5370  -0.56
S: 0.6753 -0.9343 2.9711  0.31
O: -0.0994 -0.1308 3.8048  -0.11
O: 1.5947 -0.1246 2.0463  -0.50
O: -0.1134 -1.5546 1.8383  -0.52
N: 1.2854 4.1459 -1.2233  0.15
C: 1.4286 2.8721 -1.5418  -0.74
N: 1.4150 2.4986 -2.8071  0.18
S: 1.6024 1.7844 -0.1786  0.83
H: 1.2463 4.8750 -1.9241  0.15
H: 1.3071 4.4405 -0.2565  0.12
H: 1.3846 3.2134 -3.5265  0.15
H: 1.7028 1.5817 -3.1424  0.08
I: 2.2278 -2.9807 1.8505  1.13
I: 3.1951 -4.1020 -0.4645  0.36
N: -7.5727 4.0160 3.9449  0.22
C: -6.7611 3.4807 3.3442  -0.16
C: -5.7329 2.8338 2.6103  -0.19
C: -5.9812 2.3366 1.3306  0.02
C: -4.9608 1.7486 0.6109  0.01
C: -3.6816 1.6604 1.1632  -0.17
C: -3.4388 2.1295 2.4565  0.01
C: -4.4620 2.7102 3.1761  0.02
N: -2.6347 1.0744 0.4087  0.03
C: -2.6212 0.8708 -0.9457  0.03
C: -1.4520 0.2398 -1.2449  -0.07
N: -0.7237 0.0505 -0.0848  -0.15
C: -1.4866 0.5908 0.8910  -0.10
H: -6.9688 2.4117 0.9041  0.14
H: -5.1751 1.3460 -0.3658  0.12
H: -2.4616 2.0667 2.9094  0.11
H: -4.2839 3.0782 4.1737  0.14
H: -3.4064 1.1971 -1.6001  0.14
H: -1.0764 -0.0814 -2.2018  0.12
H: -1.2057 0.6389 1.9353  0.12

Atoms 1-6, force components in eV/Å:
W -0.1 -0.2 -6.0
O 0.0 -0.2 0.5
C -0.8 -1.0 0.1
N -0.5 0.7 0.7
C 0.9 0.6 0.3
O 0.2 -0.4 0.3

Summary:
total charge = +3
calculated total energy = -88036.87629 eV
largest force on an atom = 6.07 eV/A
ΔE to the lowest compared entry with this formula, charge and spin = 44.9 kcal per mole
HOMO-LUMO gap = 4.19 eV